(1)
Formula: C21H31N3OP2Sc
Source: OMol25
Level of theory: ωB97M-V/def2-TZVPD

```
59
C21H31N3OP2Sc ωB97M-V/def2-TZVPD
C -1.687 2.936 -3.588
C -1.313 1.773 -2.892
C 0.069 1.494 -2.697
C 1.040 2.367 -3.261
C 0.634 3.494 -3.984
C -0.729 3.796 -4.139
C 2.490 2.033 -2.988
C 2.703 0.536 -3.044
C 1.668 -0.255 -2.491
C 1.802 -1.670 -2.458
C 2.994 -2.253 -2.918
C 4.026 -1.467 -3.451
C 3.867 -0.075 -3.527
H -2.755 3.148 -3.724
H 1.396 4.155 -4.414
H -1.040 4.688 -4.692
H 3.164 2.566 -3.680
H 3.100 -3.344 -2.886
H 4.944 -1.939 -3.816
H 4.666 0.549 -3.946
N 0.497 0.347 -1.999
Sc 0.000 0.000 0.000
C -2.357 0.825 -2.360
H -2.168 -0.205 -2.720
H -3.371 1.134 -2.667
C 0.640 -2.515 -2.002
H -0.257 -2.276 -2.606
H 0.861 -3.592 -2.112
P -2.212 0.730 -0.508
P 0.109 -2.181 -0.251
C 1.319 -3.090 0.794
H 1.011 -3.023 1.850
H 1.386 -4.150 0.491
H 2.299 -2.600 0.680
C -1.424 -3.196 -0.079
H -1.197 -4.272 -0.182
H -1.878 -3.007 0.908
H -2.140 -2.901 -0.862
C -2.640 2.452 0.017
H -3.530 2.830 -0.516
H -2.827 2.465 1.103
H -1.781 3.107 -0.206
C -3.705 -0.218 0.031
H -3.653 -0.379 1.121
H -4.634 0.325 -0.217
H -3.716 -1.201 -0.465
H 2.742 2.379 -1.960
H 1.589 -0.324 0.199
C -0.093 2.144 4.255
N -0.977 1.011 4.062
C -1.056 0.312 2.896
N -1.840 -0.776 2.829
O -0.384 0.663 1.928
H 0.494 2.385 3.343
H 0.623 1.910 5.071
H -0.688 3.035 4.540
H -1.541 0.708 4.872
H -1.880 -1.302 1.964
H -2.397 -1.089 3.638
```

The calculated total energy is -2501.57808 hartree. The charge is +1. Its energy above the lowest of the compared OMol25 structures with the same formula, charge and spin is 50.1 kcal/mol. The calculation puts the orbital gap at 6.54 eV.

These are the natural (NBO) partial charges, in e, on atoms 1 to 5: number 1, C, carries -0.197; number 2, C, carries -0.110; number 3, C, carries 0.225; number 4, C, carries -0.053; number 5, C, carries -0.179

---

(2)
Formula: C21H31N5O3
Source: OMol25
Level of theory: ωB97M-V/def2-TZVPD

```
60
C21H31N5O3 ωB97M-V/def2-TZVPD
C 4.081 -5.016 -4.690
C 4.248 -3.630 -4.081
C 2.922 -2.961 -3.736
C 2.084 -2.529 -4.944
C 1.093 -1.547 -4.332
C 1.983 -0.683 -3.409
O 2.569 0.364 -4.154
C 1.154 -0.046 -2.294
O 0.908 1.153 -2.322
N 0.677 -0.858 -1.330
C -0.186 -0.352 -0.278
C 0.615 0.420 0.770
N -0.258 1.003 1.778
C -0.735 0.158 2.720
O -0.429 -1.026 2.758
C -1.687 0.687 3.759
C -1.374 0.579 5.106
C -2.287 0.979 6.087
N -3.501 1.464 5.833
C -3.777 1.541 4.542
C -2.952 1.188 3.465
N -3.600 1.425 2.266
C -4.765 1.888 2.625
N -4.946 1.993 3.974
C -6.120 2.442 4.690
C -0.460 2.461 1.771
C -1.026 2.924 0.433
C 0.829 3.189 2.141
C 3.099 -1.651 -2.944
H 5.046 -5.474 -4.910
H 3.546 -5.678 -4.006
H 3.515 -4.976 -5.623
H 4.854 -3.705 -3.173
H 4.798 -2.976 -4.764
H 2.325 -3.664 -3.141
H 2.721 -2.014 -5.668
H 1.598 -3.363 -5.452
H 0.570 -0.915 -5.049
H 0.351 -2.092 -3.742
H 2.079 1.165 -3.903
H 0.918 -1.833 -1.347
H -0.931 0.306 -0.724
H -0.690 -1.192 0.195
H 1.322 -0.254 1.255
H 1.165 1.217 0.277
H -0.420 0.167 5.402
H -2.017 0.895 7.132
H -5.546 2.181 1.938
H -6.826 2.866 3.979
H -6.590 1.612 5.215
H -5.840 3.201 5.418
H -1.198 2.669 2.542
H -1.186 4.003 0.457
H -0.343 2.703 -0.391
H -1.982 2.437 0.246
H 0.644 4.263 2.197
H 1.201 2.851 3.109
H 1.608 3.028 1.395
H 3.101 -1.814 -1.866
H 4.048 -1.177 -3.199
```

The SMILES is CC[C@@H]1CC[C@@](O)(C(=O)NCCN(C(=O)c2ccnc3c2ncn3C)C(C)C)C1. The calculated total energy is -1318.39596 hartree. Its energy above the lowest of the compared OMol25 structures with the same formula, charge and spin is 0.5 kcal/mol. The calculation puts the orbital gap at 9.63 eV.

These are the natural (NBO) partial charges, in e, on atoms 1 to 5: number 1, C, carries -0.605; number 2, C, carries -0.387; number 3, C, carries -0.210; number 4, C, carries -0.409; number 5, C, carries -0.410

---

(3)
Formula: C21H31NO4
Source: OMol25
Level of theory: ωB97M-V/def2-TZVPD

```
57
C21H31NO4 ωB97M-V/def2-TZVPD
C 1.637 3.489 -0.617
C 0.602 2.392 -0.826
H 0.115 2.491 -1.799
H -0.147 2.424 -0.030
O 1.198 1.095 -0.845
C 1.456 0.519 0.331
O 1.221 1.042 1.392
C 2.113 -0.848 0.172
C 1.688 -1.541 -1.125
C 0.197 -1.870 -1.105
N -0.105 -2.739 0.016
C 0.203 -2.070 1.268
C 1.691 -1.746 1.343
H 2.266 -2.671 1.302
H 1.897 -1.241 2.288
H -0.066 -2.741 2.089
H -0.368 -1.135 1.382
C -1.471 -3.256 -0.023
C -2.498 -2.188 0.207
C -3.143 -1.547 -0.761
C -4.053 -0.421 -0.545
C -5.230 -0.339 -1.279
C -6.133 0.691 -1.086
C -5.854 1.669 -0.150
C -4.673 1.631 0.572
C -3.761 0.600 0.381
O -2.554 0.527 1.014
C -2.173 1.565 1.886
H -2.801 1.585 2.783
H -2.216 2.543 1.394
H -1.143 1.349 2.170
H -4.474 2.413 1.288
H -6.551 2.476 0.020
H -7.047 0.728 -1.660
H -5.442 -1.113 -2.002
H -3.047 -1.880 -1.788
H -2.638 -1.883 1.233
H -1.613 -3.727 -1.000
H -1.546 -4.027 0.750
H -0.067 -2.397 -2.026
H -0.389 -0.935 -1.067
H 1.904 -0.916 -1.990
H 2.249 -2.472 -1.217
C 3.639 -0.630 0.238
C 4.170 0.449 -0.714
O 5.559 0.363 -0.932
C 6.348 0.721 0.175
H 6.278 -0.012 0.985
H 6.062 1.707 0.562
H 7.376 0.759 -0.182
H 3.727 0.332 -1.705
H 3.916 1.448 -0.330
H 4.134 -1.572 -0.008
H 3.901 -0.364 1.265
H 2.093 3.386 0.364
H 1.155 4.460 -0.680
H 2.410 3.426 -1.379
```

The SMILES is CCOC(=O)C1(CCOC)CCN(C/C=C/c2ccccc2OC)CC1. The calculated total energy is -1174.48684 hartree. Its energy above the lowest of the compared OMol25 structures with the same formula, charge and spin is 43.1 kcal/mol. The calculation puts the orbital gap at 8.93 eV.

These are the natural (NBO) partial charges, in e, on atoms 1 to 5: number 1, C, carries -0.637; number 2, C, carries -0.073; number 3, H, carries 0.193; number 4, H, carries 0.195; number 5, O, carries -0.522

---

(4)
Formula: C21H31O3Pb
Source: OMol25
Level of theory: ωB97M-V/def2-TZVPD

```
56
C21H31O3Pb ωB97M-V/def2-TZVPD
O -1.697 -3.594 -2.293
C -2.850 -4.288 -1.729
C -2.713 -5.523 -2.612
H -3.764 -3.718 -1.934
H -2.719 -4.502 -0.661
C -1.523 -4.711 -3.217
H -3.542 -5.675 -3.307
H -2.401 -6.423 -2.076
C -1.783 -4.338 -4.670
H -2.780 -3.909 -4.795
H -1.722 -5.261 -5.258
H -1.017 -3.641 -5.028
C -0.188 -5.415 -3.050
H -0.045 -5.712 -2.010
H 0.618 -4.753 -3.384
H -0.200 -6.309 -3.683
Pb 0.811 2.576 1.332
C 3.287 2.386 3.290
C 2.149 2.567 4.137
C 1.363 1.379 4.083
H 1.957 3.412 4.795
C 1.987 0.474 3.162
C 3.197 1.089 2.700
H 3.967 0.609 2.099
H 4.125 3.070 3.189
H 0.507 1.168 4.719
H 1.650 -0.533 2.929
C 2.490 4.868 0.135
C 3.206 3.677 -0.179
C 2.404 2.899 -1.071
H 4.222 3.445 0.141
C 1.177 3.612 -1.290
C 1.242 4.833 -0.547
H 0.507 5.641 -0.563
H 2.866 5.712 0.716
H 2.706 1.977 -1.574
H 0.376 3.314 -1.970
O -0.395 0.563 0.408
C 0.243 -0.465 -0.409
C -0.619 -1.700 -0.258
H 1.253 -0.613 0.004
H 0.325 -0.104 -1.448
C -1.997 -1.157 0.108
H -0.217 -2.292 0.571
H -0.639 -2.337 -1.135
C -1.697 0.101 0.894
H -2.632 -1.877 0.615
H -2.521 -0.852 -0.802
H -1.602 -0.087 1.976
H -2.420 0.910 0.714
C -0.599 5.331 3.051
C -0.995 3.945 2.801
O -1.890 3.209 3.063
H 0.348 5.321 3.621
H -1.370 5.877 3.625
H -0.444 5.824 2.071
```

The calculated total energy is -1237.21434 hartree. The charge is -1. Its energy above the lowest of the compared OMol25 structures with the same formula, charge and spin is 0.0 kcal/mol. The calculation puts the orbital gap at 3.94 eV.

These are the natural (NBO) partial charges, in e, on atoms 1 to 5: number 1, O, carries -0.549; number 2, C, carries -0.060; number 3, C, carries -0.467; number 4, H, carries 0.179; number 5, H, carries 0.182

---

(5)
Formula: C21H32As2AuGeO9SSe
Source: OMol25
Level of theory: ωB97M-V/def2-TZVPD

```
68
C21H32As2AuGeO9SSe ωB97M-V/def2-TZVPD
Au -0.787 3.687 1.622
S -0.250 6.219 3.962
C -0.449 5.149 2.948
O -1.377 2.052 -1.007
C -1.144 2.625 -0.075
C 1.683 -1.953 -3.014
Ge 3.174 -1.038 -3.830
C 4.744 -2.110 -4.143
C 2.659 0.032 -5.363
C 3.896 0.256 -2.339
Se 3.007 1.882 -2.274
C 4.102 2.855 -3.528
H 1.028 -2.348 -3.792
H 1.114 -1.272 -2.386
H 2.029 -2.786 -2.402
H 4.507 -2.892 -4.865
H 5.083 -2.589 -3.225
H 5.552 -1.504 -4.551
H 2.160 -0.619 -6.082
H 3.523 0.469 -5.863
H 1.956 0.821 -5.098
H 4.954 0.399 -2.546
H 3.703 -0.284 -1.416
H 4.161 2.286 -4.453
H 5.094 2.979 -3.098
H 3.641 3.821 -3.709
C -5.715 2.602 2.712
O -4.793 1.505 2.496
C -3.509 1.790 2.443
O -3.039 2.891 2.648
C -2.669 0.598 2.077
C -3.159 -0.330 1.250
As -2.103 -1.841 0.563
C -2.543 -1.898 -1.321
C -0.300 -1.450 0.912
C 0.153 -0.213 1.412
As -0.835 0.716 2.799
C -0.987 -0.716 4.121
C 1.241 0.426 0.693
O 1.478 0.168 -0.480
O 2.018 1.366 1.290
C 2.361 1.257 2.681
C 0.329 -2.670 0.426
O -0.427 -3.484 -0.109
O 1.619 -2.981 0.510
C 2.458 -2.425 1.526
C -4.509 -0.210 0.578
O -4.607 0.459 -0.414
O -5.517 -0.946 1.022
C -5.385 -1.705 2.236
H -6.682 2.220 2.403
H -5.418 3.457 2.111
H -5.716 2.861 3.767
H -3.438 -1.318 -1.527
H -2.656 -2.939 -1.609
H -1.669 -1.472 -1.815
H -1.350 -1.629 3.650
H -1.673 -0.403 4.905
H -0.006 -0.895 4.558
H 3.446 1.291 2.750
H 2.005 0.314 3.098
H 1.929 2.092 3.230
H 3.199 -3.190 1.744
H 1.889 -2.215 2.430
H 2.952 -1.527 1.159
H -6.396 -1.990 2.509
H -4.946 -1.099 3.026
H -4.791 -2.604 2.061
```

The calculated total energy is -10979.57665 hartree. The charge is +2. Its energy above the lowest of the compared OMol25 structures with the same formula, charge and spin is 0.0 kcal/mol. The calculation puts the orbital gap (spin up / spin down) at 5.84 / 6.16 eV. Its spin multiplicity is 4.

These are the natural (NBO) partial charges, in e, on atoms 1 to 5: number 1, Au, carries 0.636; number 2, S, carries 0.555; number 3, C, carries -0.384; number 4, O, carries -0.348; number 5, C, carries 0.499

---

(6)
Formula: C21H32AsCsN6O2S3
Source: OMol25
Level of theory: ωB97M-V/def2-TZVPD

```
66
C21H32AsCsN6O2S3 ωB97M-V/def2-TZVPD
Cs 0.974 1.526 -0.528
C -4.504 2.635 1.561
C -3.073 2.251 1.260
N -2.518 2.473 0.132
N -3.272 3.088 -0.808
C -2.844 3.356 -2.079
N -3.769 4.077 -2.776
S -1.440 2.859 -2.784
C -2.261 1.628 2.342
C -2.879 0.882 3.343
C -2.115 0.380 4.382
C -0.757 0.630 4.391
C -0.220 1.355 3.335
N -0.944 1.848 2.337
H -5.211 2.018 1.000
H -4.682 3.682 1.300
H -4.725 2.537 2.619
H -4.229 3.326 -0.590
H -4.440 4.654 -2.297
H -3.473 4.377 -3.688
H -3.942 0.686 3.311
H -2.581 -0.197 5.171
H -0.115 0.276 5.187
H 0.844 1.557 3.299
C 5.570 0.763 -0.105
As 4.560 -0.395 1.050
C 5.818 -1.137 2.312
C 3.927 -1.876 -0.001
S 3.024 0.606 2.027
H 6.362 0.214 -0.612
H 5.999 1.558 0.502
H 4.862 1.173 -0.823
H 6.551 -1.759 1.799
H 5.267 -1.730 3.039
H 6.320 -0.320 2.827
H 4.757 -2.326 -0.545
H 3.197 -1.481 -0.707
H 3.478 -2.609 0.667
N -1.627 -2.945 -2.567
C -0.969 -2.402 -1.498
N -0.298 -1.330 -1.797
C -0.510 -1.139 -3.158
C -0.032 -0.156 -4.020
C -0.420 -0.209 -5.345
C -1.266 -1.219 -5.825
C -1.746 -2.210 -4.989
C -1.350 -2.147 -3.659
H -2.189 -3.776 -2.552
H -1.027 -2.839 -0.512
H 0.633 0.620 -3.668
H -0.062 0.549 -6.030
H -1.546 -1.224 -6.871
H -2.395 -2.995 -5.354
O 3.073 2.495 -2.560
C 3.046 1.280 -2.826
O 2.933 0.338 -1.990
H 3.078 0.976 -3.896
C -1.788 -3.172 3.431
S -0.969 -2.238 2.123
C 0.698 -2.208 2.810
H -1.726 -2.631 4.375
H -1.337 -4.158 3.542
H -2.833 -3.286 3.149
H 1.138 -3.206 2.794
H 0.678 -1.827 3.831
H 1.298 -1.526 2.208
```

The calculated total energy is -4748.95850 hartree. Its energy above the lowest of the compared OMol25 structures with the same formula, charge and spin is 0.0 kcal/mol. The calculation puts the orbital gap at 7.99 eV.

These are the natural (NBO) partial charges, in e, on atoms 1 to 5: number 1, Cs, carries 0.915; number 2, C, carries -0.701; number 3, C, carries 0.199; number 4, N, carries -0.170; number 5, N, carries -0.447

---

(7)
Formula: C21H32BClGaN4O5
Source: OMol25
Level of theory: ωB97M-V/def2-TZVPD

```
65
C21H32BClGaN4O5 ωB97M-V/def2-TZVPD
C 0.945 3.202 -0.183
C 1.428 2.912 -1.603
C 0.333 2.285 -2.497
C 0.751 1.004 -3.253
Ga -0.276 -0.636 -2.688
Cl -0.766 -1.767 -4.651
N 0.821 -1.900 -1.686
C 2.043 -1.793 -1.440
C 3.061 -2.850 -1.868
C 2.675 -0.661 -0.628
B -2.196 -0.306 -1.852
O -3.255 -0.039 -2.734
N -2.575 -0.309 -0.463
C -1.522 -0.594 0.504
C -3.808 -1.000 -0.112
H 0.776 2.268 0.362
H 1.664 3.794 0.388
H -0.006 3.742 -0.200
H 1.786 3.842 -2.055
H 2.278 2.227 -1.556
H 0.019 3.051 -3.214
H -0.545 2.104 -1.862
H 1.836 0.866 -3.182
H 0.539 1.124 -4.320
H 3.810 -2.408 -2.531
H 3.590 -3.272 -1.006
H 2.529 -3.657 -2.370
H 2.805 -0.980 0.411
H 3.676 -0.420 -1.004
H 2.065 0.240 -0.664
H -3.255 -0.680 -3.460
H -1.882 -0.380 1.518
H -1.196 -1.641 0.476
H -0.657 0.043 0.318
H -4.584 -0.725 -0.827
H -4.133 -0.686 0.887
H -3.697 -2.092 -0.134
C -6.224 1.733 0.649
C -7.163 2.541 1.277
C -6.864 3.863 1.562
C -5.618 4.346 1.203
C -4.666 3.560 0.581
C -4.977 2.237 0.304
N -5.302 5.757 1.493
O -6.150 6.422 2.060
O -4.217 6.178 1.150
H -6.462 0.701 0.423
H -8.133 2.143 1.545
H -7.577 4.510 2.049
H -3.703 3.972 0.318
H -4.246 1.605 -0.187
C 5.144 -5.658 2.131
C 6.110 -5.281 3.055
C 6.338 -3.939 3.315
C 5.581 -3.001 2.637
C 4.618 -3.351 1.711
C 4.402 -4.696 1.458
N 5.805 -1.568 2.919
O 6.674 -1.281 3.721
O 5.106 -0.767 2.337
H 4.968 -6.707 1.933
H 6.688 -6.032 3.576
H 7.083 -3.621 4.028
H 4.053 -2.587 1.197
H 3.653 -4.988 0.735
```

The calculated total energy is -3824.42236 hartree. The charge is -1. The calculation puts the orbital gap at 5.24 eV.

These are the natural (NBO) partial charges, in e, on atoms 1 to 5: number 1, C, carries -0.602; number 2, C, carries -0.396; number 3, C, carries -0.400; number 4, C, carries -0.932; number 5, Ga, carries 1.200

---

(8)
Formula: C21H32BrMnN6P
Source: OMol25
Level of theory: ωB97M-V/def2-TZVPD

```
62
C21H32BrMnN6P ωB97M-V/def2-TZVPD
Mn 1.360 -0.248 0.037
C 1.540 -0.686 5.752
C 2.051 -1.085 4.400
C 3.043 -2.050 4.238
C 3.486 -2.415 2.975
C 2.903 -1.779 1.906
Br 3.393 -2.149 0.097
N 1.951 -0.854 2.014
C 1.534 -0.516 3.245
H 2.250 -0.951 6.532
H 0.599 -1.193 5.970
H 1.361 0.388 5.804
H 3.477 -2.525 5.110
H 4.253 -3.164 2.832
H 0.754 0.235 3.295
C -1.936 -1.059 1.530
C -2.136 -1.472 0.067
C -1.834 -2.965 -0.080
C -3.582 -1.173 -0.344
P -0.930 -0.464 -0.929
C -1.520 1.254 -0.862
C -0.984 2.072 0.136
C -1.392 3.388 0.286
C -2.347 3.909 -0.574
C -2.894 3.109 -1.567
C -2.490 1.789 -1.707
C -0.723 -1.019 -2.697
C 0.243 -2.213 -2.691
C -2.010 -1.431 -3.418
C -0.038 0.135 -3.441
H -2.646 -1.612 2.149
H -2.122 0.005 1.687
H -0.930 -1.310 1.882
H -2.461 -3.516 0.623
H -0.791 -3.200 0.151
H -2.063 -3.335 -1.078
H -4.254 -1.776 0.270
H -3.780 -1.418 -1.386
H -3.835 -0.124 -0.180
H -0.250 1.677 0.837
H -0.971 4.000 1.073
H -2.671 4.936 -0.467
H -3.648 3.509 -2.231
H -2.950 1.185 -2.476
H -0.150 -3.084 -2.170
H 1.207 -1.950 -2.244
H 0.440 -2.505 -3.725
H -2.466 -2.307 -2.958
H -1.760 -1.695 -4.447
H -2.754 -0.638 -3.457
H 0.883 0.447 -2.939
H -0.675 1.010 -3.545
H 0.236 -0.208 -4.441
N 3.064 4.301 -2.135
N 3.091 3.229 -1.280
N 3.835 3.225 -0.196
C 3.469 2.099 0.380
N 2.533 1.467 -0.351
N 2.299 2.220 -1.418
H 3.953 4.787 -2.066
H 2.909 3.976 -3.083
H 3.878 1.739 1.309
```

The calculated total energy is -5213.79721 hartree. The charge is +2. Its energy above the lowest of the compared OMol25 structures with the same formula, charge and spin is 0.0 kcal/mol. The calculation puts the orbital gap (spin up / spin down) at 8.91 / 8.47 eV. Its spin multiplicity is 6.

These are the natural (NBO) partial charges, in e, on atoms 1 to 5: number 1, Mn, carries 1.417; number 2, C, carries -0.645; number 3, C, carries -0.005; number 4, C, carries -0.095; number 5, C, carries -0.247

---

| no. | strongest force on any atom (eV Å⁻¹) |
| --- | --- |
| 1 | 6.9 |
| 2 | 0.2 |
| 3 | 0.6 |
| 4 | 5.7 |
| 5 | 0.6 |
| 6 | 0.8 |
| 7 | 1.0 |
| 8 | 0.3 |